ORCA calculation (ωB97M-V with the def2-TZVPD basis set) on 2 unconnected molecules or ions with the total composition C3H7O2S in a non-equilibrium geometry.

```
13
Properties=species:S:1:pos:R:3:lowdin_charge:R:1
C 0.633 0.215 0.511 -0.4068
C 1.586 1.337 0.370 -0.3129
C -1.468 -1.461 0.071 -0.2113
O -1.632 1.201 -0.294 -0.4431
O -0.681 -0.105 -2.006 -0.4231
S -0.699 0.084 -0.580 0.4549
H 1.526 -1.022 -0.032 0.1280
H 1.127 2.233 0.845 0.0668
H 1.908 1.769 -0.533 0.0322
H 2.460 1.130 0.917 0.0243
H -2.041 -1.294 1.011 0.0533
H -2.098 -2.131 -0.641 0.0795
H -0.620 -1.955 0.360 -0.0418
```

The LUMO energy comes out at 4.07 eV. The charge is -1. The value obtained for the HOMO energy is -3.2 eV. For the energy relative to the best compared isomer or geometry (same formula, charge and spin), the calculation gives 5.026 eV. For the frontier orbital gap, the calculation gives 7.30 eV.

---

ORCA calculation (ωB97M-V with the def2-TZVPD basis set) on a molecular structure, C28H20BrN2PRuSe2.

```
55
Properties=species:S:1:pos:R:3:mulliken_spin:R:1
Ru -0.228 -0.287 0.998 0.9544
Br 2.400 -0.366 1.067 -0.0084
C 2.520 1.514 0.748 -0.0119
C 3.723 2.109 0.911 0.0199
C 3.842 3.480 0.576 -0.0150
C 2.781 4.143 0.070 0.0189
C 1.524 3.501 -0.112 -0.0177
C 0.443 4.203 -0.676 0.0727
C -0.744 3.584 -0.873 -0.0373
C -0.937 2.243 -0.466 0.0881
C 0.070 1.519 0.130 -0.0907
C 1.354 2.143 0.260 -0.0280
H 4.577 1.554 1.272 0.0007
H 4.792 3.980 0.708 -0.0006
H 2.882 5.184 -0.210 0.0004
H 0.580 5.239 -0.961 0.0034
H -1.564 4.125 -1.326 0.0000
H -1.917 1.810 -0.607 0.0086
Se -2.692 -0.433 1.069 -0.0059
P -2.412 -2.366 0.054 -0.0064
Se -0.337 -2.228 -0.520 0.0643
C -2.755 -3.740 1.161 -0.0015
C -1.773 -4.644 1.541 0.0013
C -2.104 -5.687 2.400 0.0006
C -3.400 -5.815 2.869 0.0000
C -4.383 -4.908 2.487 0.0000
C -4.067 -3.870 1.631 -0.0006
C -3.493 -2.564 -1.371 -0.0021
C -3.854 -3.851 -1.772 0.0011
C -4.615 -4.019 -2.917 -0.0003
C -5.021 -2.911 -3.649 0.0004
C -4.666 -1.632 -3.246 -0.0001
C -3.896 -1.454 -2.108 -0.0011
H -0.764 -4.538 1.166 0.0004
H -1.349 -6.403 2.697 0.0000
H -3.650 -6.630 3.537 0.0000
H -5.395 -5.011 2.856 0.0000
H -4.828 -3.161 1.326 0.0004
H -3.542 -4.709 -1.192 0.0003
H -4.895 -5.014 -3.236 0.0000
H -5.621 -3.045 -4.540 0.0000
H -4.989 -0.773 -3.819 -0.0001
H -3.608 -0.460 -1.786 0.0012
N -1.325 5.131 4.364 0.0002
C -0.982 4.038 4.303 0.0002
C -0.545 2.671 4.212 0.0026
C -0.093 1.975 5.324 0.0006
C 0.310 0.662 5.167 -0.0078
C 0.251 0.095 3.909 -0.0150
N -0.171 0.774 2.831 -0.0022
C -0.577 2.038 2.976 0.0097
H -0.065 2.458 6.291 0.0000
H 0.663 0.082 6.008 0.0001
H 0.556 -0.933 3.754 0.0057
H -0.924 2.560 2.097 -0.0038
```

The expectation value of S² is 0.770. Its spin multiplicity is 2. The LUMO energy (alpha / beta) comes out at -3.19 / -4.35 eV. The charge is +1. The value obtained for the HOMO energy (alpha / beta) is -10.9 / -11.1 eV. For the energy relative to the best compared isomer or geometry (same formula, charge and spin), the calculation gives 0.272 eV. For the frontier orbital gap (alpha / beta), the calculation gives 7.76 / 6.80 eV.

---

ORCA calculation (ωB97M-V with the def2-TZVPD basis set) on 3 unconnected molecules or ions with the total composition C5H12O2 in a non-equilibrium geometry.

```
19
Properties=species:S:1:pos:R:3:lowdin_charge:R:1
C -1.800 -1.470 1.469 -0.1282
O -0.746 -1.228 0.648 -0.2091
C -0.611 0.067 0.302 -0.2252
C 0.454 0.264 -0.781 -0.3348
C 0.313 1.676 -1.334 -0.0804
C 1.920 0.017 -0.337 -0.2413
O 2.197 -1.317 0.020 -0.0554
H -1.764 -0.935 2.425 0.0758
H -2.726 -0.546 0.725 0.1196
H -1.876 -2.566 1.591 0.0899
H -2.206 0.266 0.117 0.1462
H -0.561 0.759 1.153 0.1241
H 0.253 -0.476 -1.567 0.1481
H 0.986 1.845 -2.179 0.0806
H 0.549 2.420 -0.562 0.0846
H -0.715 1.848 -1.664 0.0783
H 2.592 0.237 -1.182 0.1267
H 2.192 0.718 0.471 0.1251
H 1.548 -1.580 0.685 0.0753
```

The LUMO energy comes out at 0.77 eV. The charge is 0. The value obtained for the HOMO energy is -9.4 eV. For the energy relative to the best compared isomer or geometry (same formula, charge and spin), the calculation gives 4.499 eV. For the frontier orbital gap, the calculation gives 10.14 eV.

---

ORCA calculation (ωB97M-V with the def2-TZVPD basis set) on a molecular structure, C65H38HfI4N5OPSSe in a non-equilibrium geometry.

```
117
Properties=species:S:1:pos:R:3:mulliken_spin:R:1
Hf 0.688 0.008 0.710 -0.0053
I -8.406 -2.772 -2.565 0.0000
C -6.531 -2.147 -1.818 0.0000
C -5.387 -2.830 -2.196 0.0000
C -4.161 -2.417 -1.697 0.0001
C -4.056 -1.329 -0.826 0.0000
C -5.230 -0.663 -0.473 0.0000
C -6.465 -1.062 -0.964 0.0001
C -2.736 -0.909 -0.300 0.0009
C -1.956 -1.892 0.405 -0.0020
C -2.250 -3.218 0.729 0.0066
C -1.069 -3.797 1.238 -0.0106
C -0.109 -2.810 1.203 0.0294
C 1.352 -2.759 1.558 0.1075
C 2.096 -4.054 1.466 0.2556
C 2.588 -4.865 2.437 -0.1999
C 3.588 -5.815 2.145 0.4326
C 4.127 -5.861 0.844 -0.1016
I 5.681 -7.247 0.462 -0.0010
C 3.696 -5.077 -0.170 0.3151
C 2.593 -4.116 0.064 -0.0986
C 1.387 -1.979 2.838 0.0313
N 1.250 -0.640 2.699 0.0005
C 1.232 -0.111 3.972 0.0021
C 1.023 1.251 4.243 -0.0017
C 1.209 1.650 5.663 0.0008
C 2.469 1.547 6.249 -0.0001
C 2.662 1.871 7.583 -0.0001
C 1.578 2.290 8.337 0.0000
I 1.856 2.768 10.373 0.0000
C 0.314 2.390 7.784 -0.0001
C 0.137 2.069 6.446 0.0004
C 0.593 2.190 3.326 0.0011
C 0.232 3.520 3.691 0.0003
C -0.316 4.095 2.588 -0.0008
C -0.230 3.135 1.537 -0.0008
N 0.329 1.983 1.964 -0.0004
C -0.652 3.445 0.189 -0.0006
C -0.964 2.188 -0.784 -0.0014
C -2.177 2.373 -1.607 0.0002
C -2.952 1.297 -1.455 -0.0004
C -2.255 0.344 -0.597 -0.0005
N -1.027 0.872 -0.239 0.0010
C -1.445 4.714 0.051 0.0005
C -0.787 5.873 -0.354 0.0003
C -1.456 7.084 -0.429 0.0000
C -2.804 7.127 -0.111 0.0000
I -3.823 8.976 -0.175 0.0000
C -3.490 5.984 0.259 0.0000
C -2.802 4.779 0.339 0.0002
C 1.348 -1.155 4.907 -0.0002
C 1.417 -2.339 4.187 0.0017
N -0.639 -1.639 0.736 -0.0018
H -5.441 -3.668 -2.877 0.0000
H -3.263 -2.942 -1.998 0.0000
H -5.177 0.175 0.211 0.0000
H -7.363 -0.533 -0.674 0.0000
H -3.200 -3.711 0.602 0.0003
H -0.916 -4.811 1.576 -0.0001
H 2.252 -4.777 3.460 -0.0034
H 3.993 -6.439 2.928 0.0248
H 4.121 -5.122 -1.163 0.0306
H 1.766 -4.327 -0.643 0.1414
H 3.307 1.213 5.650 0.0001
H 3.644 1.791 8.028 0.0000
H -0.527 2.706 8.385 0.0000
H -0.850 2.126 6.006 0.0000
H 0.358 3.956 4.668 -0.0001
H -0.718 5.090 2.494 0.0001
H -2.354 3.254 -2.202 0.0002
H -3.911 1.110 -1.908 0.0001
H 0.263 5.814 -0.613 0.0000
H -0.933 7.980 -0.738 0.0000
H -4.547 6.027 0.485 0.0000
H -3.334 3.879 0.624 0.0001
H 1.348 -1.048 5.980 0.0001
H 1.460 -3.329 4.605 0.0031
O 2.390 0.884 0.059 -0.0001
C 2.694 1.628 -0.915 0.0011
C 3.338 1.160 -2.177 -0.0033
C 4.559 1.640 -2.615 0.0004
C 4.951 1.413 -3.926 0.0003
C 4.100 0.766 -4.807 -0.0001
C 2.877 0.277 -4.366 0.0003
C 2.503 0.423 -3.037 0.0003
P 0.964 -0.286 -2.318 0.0002
C 0.959 -2.050 -2.847 0.0011
C 1.808 -2.653 -3.769 0.0022
C 1.660 -3.996 -4.079 0.0016
C 0.674 -4.761 -3.473 -0.0033
C -0.166 -4.175 -2.538 0.0016
C -0.017 -2.832 -2.224 0.0018
C -0.272 0.373 -3.525 -0.0003
C -0.115 1.667 -4.022 0.0001
C -1.056 2.213 -4.882 0.0000
C -2.174 1.481 -5.251 0.0000
C -2.345 0.198 -4.755 0.0001
C -1.406 -0.349 -3.894 0.0001
H 5.190 2.192 -1.931 -0.0001
H 5.916 1.769 -4.265 0.0000
H 4.386 0.643 -5.844 0.0000
H 2.198 -0.204 -5.059 0.0000
H 2.611 -2.088 -4.218 -0.0003
H 2.338 -4.454 -4.789 0.0000
H 0.571 -5.813 -3.709 -0.0001
H -0.923 -4.765 -2.034 0.0006
H -0.651 -2.384 -1.473 -0.0014
H 0.745 2.256 -3.730 -0.0001
H -0.910 3.218 -5.258 0.0000
H -2.909 1.908 -5.923 0.0000
H -3.214 -0.385 -5.036 0.0000
H -1.561 -1.351 -3.523 0.0000
Se 4.145 -2.018 -1.292 -0.0049
C 2.828 -2.612 -0.200 0.0303
N 2.017 -1.891 0.533 0.0130
S 1.863 3.136 -1.246 0.0001
C 0.184 3.089 -0.991 0.0004
```

The expectation value of S² is 0.791. Its spin multiplicity is 2. The LUMO energy (alpha / beta) comes out at 1.12 / 1.11 eV. The charge is -1. The value obtained for the HOMO energy (alpha / beta) is -4.1 / -4.1 eV. For the frontier orbital gap (alpha / beta), the calculation gives 5.18 / 5.17 eV.

---

ORCA calculation (ωB97M-V with the def2-TZVPD basis set) on a molecular structure, C32H92AsF6N6O15 in a non-equilibrium geometry.

```
152
Properties=species:S:1:pos:R:3:lowdin_charge:R:1
As 1.779 -0.594 0.890 0.9625
F 2.445 0.736 -0.186 -0.3319
F 2.559 0.122 2.417 -0.3401
F 1.058 -1.894 1.935 -0.3194
F 0.908 -1.360 -0.601 -0.3605
F 3.166 -1.610 0.538 -0.2876
F 0.364 0.484 1.080 -0.3156
C -4.902 -0.953 -2.373 -0.0584
C -6.210 -1.600 -1.790 -0.3872
C -6.353 -0.997 -0.318 -0.2177
O -7.168 -1.846 0.459 -0.2211
C -7.339 -1.438 1.850 -0.0757
N -7.403 -1.337 -2.587 0.0252
H -5.019 0.118 -2.543 0.0709
H -4.752 -1.321 -3.388 0.0699
H -4.056 -1.133 -1.710 0.0763
H -6.110 -2.675 -1.637 0.1222
H -6.787 0.000 -0.395 0.1175
H -5.402 -0.998 0.215 0.1155
H -7.523 -0.364 1.887 0.0815
H -6.462 -1.776 2.402 0.0825
H -8.172 -1.986 2.291 0.0778
H -8.237 -1.068 -2.085 0.0632
H -7.230 -0.685 -3.339 0.0572
C -1.312 -7.317 4.005 -0.0551
C -0.951 -8.609 4.807 -0.4336
C -1.769 -9.860 4.337 -0.2099
O -1.499 -11.134 4.911 -0.1801
C -2.258 -11.288 6.135 -0.0948
N 0.507 -8.784 4.675 0.0265
H -2.371 -7.224 3.765 0.0707
H -0.762 -7.255 3.065 0.0789
H -0.958 -6.532 4.674 0.0718
H -1.063 -8.390 5.869 0.1143
H -1.460 -9.886 3.292 0.1239
H -2.824 -9.596 4.252 0.1154
H -2.136 -12.288 6.550 0.0779
H -3.291 -11.398 5.806 0.0823
H -2.032 -10.548 6.904 0.0858
H 0.896 -7.934 5.058 0.0645
H 0.687 -9.528 5.335 0.0617
C 5.289 9.185 -2.942 -0.0514
C 4.337 8.353 -2.013 -0.4108
C 4.851 8.114 -0.575 -0.2015
O 5.837 7.143 -0.702 -0.2018
C 5.567 5.756 -0.984 -0.0846
N 3.165 9.209 -1.919 -0.0038
H 6.264 8.831 -2.608 0.0620
H 5.192 10.246 -2.713 0.0704
H 5.181 8.833 -3.968 0.0731
H 3.993 7.440 -2.498 0.1325
H 3.979 7.681 -0.085 0.1149
H 5.225 8.967 -0.009 0.1319
H 4.741 5.363 -0.391 0.0859
H 6.436 5.097 -0.998 0.0879
H 5.152 5.501 -1.959 0.0693
H 3.451 10.153 -1.702 0.0575
H 2.668 9.245 -2.797 0.0691
C -2.080 -6.011 -2.409 -0.0413
C -1.483 -6.060 -3.880 -0.4275
C -2.361 -6.758 -4.978 -0.2367
O -1.852 -6.855 -6.264 -0.1799
C -0.705 -7.756 -6.398 -0.0716
N -1.166 -4.686 -4.240 0.0362
H -1.976 -6.971 -1.903 0.0687
H -3.119 -5.690 -2.478 0.0649
H -1.717 -5.145 -1.855 0.0682
H -0.563 -6.645 -3.886 0.1118
H -3.325 -6.249 -4.998 0.1244
H -2.522 -7.759 -4.577 0.1145
H -0.454 -8.334 -5.509 0.0839
H 0.102 -7.040 -6.558 0.0795
H -0.665 -8.377 -7.293 0.0778
H -0.562 -4.303 -3.525 0.0694
H -0.571 -4.944 -5.015 0.0586
C 2.694 2.400 -6.791 -0.0697
C 1.457 3.113 -7.297 -0.4299
C 1.714 4.155 -8.415 -0.1770
O 2.299 5.417 -8.109 -0.2057
C 2.494 6.365 -9.136 -0.1255
N 0.491 2.102 -7.674 0.0212
H 2.970 1.676 -7.558 0.0765
H 2.724 1.945 -5.802 0.0795
H 3.548 3.057 -6.626 0.0723
H 0.887 3.629 -6.525 0.1395
H 0.777 4.454 -8.885 0.1175
H 2.393 3.794 -9.187 0.1190
H 1.545 6.713 -9.545 0.0774
H 2.987 5.968 -10.024 0.0779
H 3.034 7.260 -8.829 0.0851
H 0.971 1.403 -8.222 0.0630
H 0.142 1.670 -6.830 0.0789
C -5.938 3.511 8.350 -0.0691
C -5.650 4.119 6.951 -0.4373
C -5.961 3.285 5.689 -0.1904
O -5.237 2.061 5.639 -0.2116
C -3.792 2.197 5.484 -0.0586
N -6.559 5.249 6.950 0.0088
H -5.452 2.545 8.491 0.0662
H -7.012 3.331 8.407 0.0731
H -5.613 4.055 9.236 0.0706
H -4.605 4.421 7.018 0.1190
H -5.779 3.874 4.789 0.1197
H -7.000 2.971 5.790 0.1308
H -3.471 2.688 6.404 0.0709
H -3.752 2.956 4.703 0.0793
H -3.138 1.374 5.196 0.0916
H -6.158 6.036 7.440 0.0737
H -6.648 5.646 6.025 0.0634
C 3.671 5.932 4.455 -0.2980
C 3.578 7.340 4.822 -0.2259
O 3.494 7.527 6.271 -0.0791
O 2.464 5.229 4.344 -0.0369
H 4.204 5.392 5.237 0.1168
H 4.353 5.829 3.611 0.1257
H 2.941 7.890 4.129 0.1246
H 4.498 7.908 4.680 0.1135
H 3.600 6.654 6.657 0.0652
H 2.624 4.467 3.782 0.0940
C 5.520 -3.186 6.116 -0.2350
C 4.226 -3.726 5.410 -0.2294
O 3.864 -4.956 6.023 -0.0732
O 6.615 -4.020 5.765 -0.0800
H 5.475 -3.149 7.204 0.1126
H 5.671 -2.208 5.658 0.1126
H 4.476 -3.977 4.379 0.1205
H 3.534 -2.885 5.454 0.1159
H 3.307 -4.672 6.753 0.0776
H 6.688 -4.765 6.367 0.0783
C -1.431 4.943 -0.271 -0.2787
C -1.982 6.335 -0.828 -0.2565
O -3.145 6.628 -0.179 -0.0675
O -2.363 4.005 -0.555 -0.0406
H -1.261 5.013 0.804 0.1198
H -0.477 4.789 -0.776 0.1145
H -2.287 6.195 -1.865 0.1082
H -1.271 7.160 -0.793 0.1143
H -3.535 5.819 0.158 0.0800
H -2.012 3.220 -0.129 0.1045
C 5.421 -3.505 -5.066 -0.2504
C 3.878 -3.262 -4.789 -0.1957
O 3.214 -4.068 -5.771 -0.0752
O 5.825 -2.721 -6.153 -0.0836
H 5.668 -4.540 -5.303 0.1122
H 6.064 -3.244 -4.225 0.1059
H 3.557 -2.221 -4.764 0.1187
H 3.777 -3.592 -3.755 0.1103
H 3.105 -3.471 -6.514 0.0779
H 6.701 -2.995 -6.434 0.0802
O 3.217 -5.694 0.090 -0.0563
H 3.309 -5.875 1.025 0.0250
H 2.994 -4.764 0.046 0.0241
```

The LUMO energy comes out at 1.85 eV. The charge is -1. The value obtained for the HOMO energy is -7.3 eV. For the energy relative to the best compared isomer or geometry (same formula, charge and spin), the calculation gives 8.300 eV. For the frontier orbital gap, the calculation gives 9.15 eV.